1.
# C45H36O15

A 8-piece molecular cluster, C45H36O15 overall (ωB97M-V/def2-TZVPD, the Open Molecules 2025 dataset).

XYZ file:
```
96
Properties=species:S:1:pos:R:3:mulliken_charge:R:1
C 11.3320 10.3280 19.2850 0.513
C 1.8150 11.6770 24.8090 -0.620
C 7.4180 14.4420 20.2120 -0.143
C 2.7170 9.5330 21.4610 0.199
C 7.3790 8.1940 15.4030 -1.316
H 8.2690 16.5510 19.5520 0.509
O -1.7820 11.1780 22.1970 -0.611
H 12.6590 8.9860 18.7810 0.689
H 6.6230 8.1340 16.0430 0.559
C 11.8730 9.0370 19.2790 -0.622
C -0.6190 11.3920 20.2070 -0.452
O 4.5020 5.5180 18.4320 -0.496
C -0.7220 12.3980 25.4050 0.457
H -0.7940 8.6340 22.7420 0.365
C 6.4020 3.6040 15.9140 -0.462
H 0.7830 11.2830 18.4260 0.211
C -0.5420 9.2670 21.8340 -0.292
O -1.7080 12.2220 26.0030 -0.495
C 7.5720 13.5870 21.3430 0.335
C 7.7740 3.7430 16.4010 0.400
H 8.8750 4.9500 17.7610 0.521
C 9.1340 9.4110 20.2670 0.206
O 6.4830 6.7500 21.3910 -0.158
H 9.9840 10.3110 14.5830 0.345
C 0.6450 13.7480 23.6660 -0.200
C 9.4540 15.0180 22.4000 -0.350
O 2.7660 13.0860 23.0530 -0.577
H 2.4120 11.7860 21.2680 0.887
H 8.0530 9.6470 17.4170 0.180
C 9.1690 16.1310 21.3630 0.550
C -0.5530 13.6460 24.4880 -0.322
O 6.9040 12.5280 21.2700 -0.402
C 5.4970 4.8160 22.2660 -0.113
O 8.8960 3.2450 15.8200 -0.585
O 8.7330 9.4950 16.7590 -0.375
H 7.7150 10.1890 15.1060 0.382
C 8.2660 9.4340 15.3680 0.604
H 8.8100 12.8190 23.0950 0.255
O 1.7430 9.3150 22.1500 -0.546
H 9.2410 9.1980 13.5250 0.420
C 9.9660 10.6040 19.7360 -0.548
H 11.6180 6.7270 19.9340 0.298
C 4.7090 8.7360 20.0960 0.596
C 5.9310 6.2100 22.3280 0.411
H 2.6370 11.1460 24.9970 0.747
C 0.3600 8.5850 20.7010 -0.176
C 9.8750 8.0560 20.5130 0.092
H 7.1160 7.9180 14.3280 0.374
H 5.7500 4.0820 21.3190 0.205
H 8.0270 7.1990 15.5280 0.095
C 4.8750 4.1930 23.5200 -0.467
C 4.2810 11.2450 20.1630 -1.014
H -0.8780 12.5080 20.1310 0.334
H 0.7870 7.4600 20.8610 0.358
C 6.9390 5.4410 18.1110 -0.102
C 9.4330 9.3290 14.5610 -1.571
O 4.1820 4.4830 25.8250 -0.573
H 6.3330 3.0070 15.0270 0.422
H 4.2700 3.9310 16.1180 0.486
O 6.0440 10.3310 18.8870 -0.620
H 0.3130 10.5530 26.5070 0.204
C 5.6910 6.9520 23.5440 -0.102
O 1.5920 8.9470 18.7330 -0.463
O 12.0870 11.2630 18.9160 -0.603
H 10.0200 15.4380 23.4500 0.264
O 9.8360 17.1930 21.5890 -0.544
C 0.4360 11.4800 25.5580 -0.346
H 7.2480 6.0240 18.9020 0.581
C 0.8710 9.3960 19.4970 0.451
C 5.1220 10.0370 19.7140 0.546
H -1.3520 14.4340 24.4390 0.320
H 9.4310 11.4330 20.0270 0.430
H 4.7520 7.0610 25.6110 0.371
C -0.9690 10.6190 21.4290 0.583
H 4.8290 2.9700 23.5260 0.240
C 8.2800 15.7970 20.1880 -0.778
C 5.0200 6.3690 24.7700 -0.367
H 8.0890 9.5120 20.6560 0.384
O 9.2360 7.1060 21.0300 -0.514
C 1.7960 12.8990 23.7930 0.599
H 4.6930 12.2340 19.8650 0.359
H 3.3980 7.4420 21.2050 0.450
H 4.9850 7.8030 19.4080 -0.152
C 8.5870 13.8110 22.3940 -0.157
H 0.3860 14.6270 22.9430 0.271
C 0.2060 10.5900 19.2770 -0.289
C 3.1280 11.0120 21.1130 -0.505
C 4.6870 4.9430 24.7650 0.388
C 5.2440 4.1050 16.5340 -0.595
H 6.8450 14.1720 19.3070 0.428
C 7.9360 4.6170 17.5230 -0.600
C 3.6180 8.5330 21.0560 -0.241
C 11.0780 7.8080 19.7780 -0.406
C 5.4480 5.0020 17.8380 0.393
H 10.2880 8.7510 14.8820 0.342
H 5.7680 8.1380 23.4880 0.260
```

As for the multiplicity: 1. As for the energy above the lowest of the compared OMol25 structures with the same formula, charge and spin: 216.9 kJ/mol. The LUMO energy is -2.606 eV.

---

2.
# C9H25Cl2IrOP

C9H25Cl2IrOP as an isolated structure (ωB97M-V/def2-TZVPD, the Open Molecules 2025 dataset).

XYZ file:
```
39
Properties=species:S:1:pos:R:3:lowdin_spin:R:1
H 0.1727 -0.4615 -3.0953 0.001
Cl 1.7358 1.9836 2.4541 0.423
C -1.4935 -2.8341 1.2360 0.041
H -0.1210 2.5665 1.1375 0.220
C 1.8101 -2.6855 -0.7351 0.053
H 2.0401 -0.3656 -2.3933 0.001
C -1.4323 -0.4596 2.2808 0.044
H 1.9977 -0.9512 0.6126 0.011
H -1.7775 -3.3271 2.1529 0.006
C -2.4894 0.2600 -1.0202 0.027
H -2.4156 -2.6521 0.6990 0.001
C 2.2646 -0.2090 -1.3259 0.033
H -0.3999 1.0617 -2.3680 0.005
H 2.8110 -2.9022 -1.0561 0.008
C -1.3632 -0.6243 -1.5054 0.089
H 1.8246 2.5471 0.0263 0.161
H -2.9888 -0.0296 -0.0925 0.001
H 1.1629 -2.9922 -1.5419 0.007
C -0.6877 0.0563 -2.6778 0.009
C -0.7072 -1.5542 1.4724 0.061
H -2.0849 1.2695 -0.9035 0.010
H -1.7119 -0.8696 3.2626 0.003
H -0.9320 -3.5760 0.6738 0.007
H 2.0062 0.8294 -1.0528 0.030
H 1.2611 6.1091 1.5248 0.011
P -0.2057 -1.1162 -0.1958 0.610
H -3.2727 0.3009 -1.7884 0.001
Cl -0.0700 4.0880 -0.9133 0.478
H -2.3432 -0.1104 1.8021 0.002
O 1.2681 5.3666 2.2279 0.109
H 1.6218 -3.3225 0.1133 0.002
H 3.3654 -0.2957 -1.2347 0.003
H -1.3946 0.1684 -3.5117 0.000
H -0.7649 0.3997 2.4387 0.017
H -1.7729 -1.5798 -1.8465 0.023
H 2.2047 5.2903 2.5293 0.013
Ir 1.0815 3.5722 0.9720 2.404
C 1.5836 -1.1770 -0.3845 0.071
H 0.2165 -1.7736 2.0268 0.002
```

Its expectation value of S² is 8.77. As for the multiplicity: 6. As for the energy above the lowest of the compared OMol25 structures with the same formula, charge and spin: 0.0 kJ/mol. The LUMO energy (alpha / beta) is 0.180 / -1.898 eV.

---

3.
# C4H3ClO

One molecule with the formula C4H3ClO (ωB97M-V/def2-TZVPD, the Open Molecules 2025 dataset).

XYZ file:
```
9
Properties=species:S:1:pos:R:3:mulliken_charge:R:1
O 2.9440 -0.1730 -0.9794 -0.309
C 1.9861 -0.0759 -0.3761 0.592
C -0.4014 0.4416 -0.1655 -0.285
H 1.2138 -0.2869 1.4590 0.261
H -0.2168 0.8963 -1.1019 0.342
Cl -3.0347 -0.1922 -0.6728 -0.172
C 0.9236 0.0014 0.3617 -0.463
H -1.8230 -0.5300 1.2198 0.332
C -1.5915 -0.0813 0.2552 -0.298
```

As for the multiplicity: 1. As for the energy above the lowest of the compared OMol25 structures with the same formula, charge and spin: 129.6 kJ/mol. The LUMO energy is 0.577 eV.

---

4.
# C5H8O

One molecule with the formula C5H8O (ωB97M-V/def2-TZVPD, the Open Molecules 2025 dataset).

XYZ file:
```
14
Properties=species:S:1:pos:R:3:mulliken_charge:R:1
O -0.3706 1.2149 1.3965 -0.570
H 1.2575 1.2969 -0.9537 0.253
C -2.1256 0.1728 0.1597 -1.117
C -0.6908 0.3509 0.6044 0.592
H 1.9267 0.2702 1.2210 0.240
H -2.7997 0.6779 0.8539 0.327
H 1.6527 -0.2600 -1.8397 0.261
H -0.0271 -1.4744 -0.4404 0.385
H -2.3958 -0.8829 0.0600 0.340
C 1.3495 0.2152 -0.9114 -0.576
H -2.2307 0.6319 -0.8314 0.268
H 2.3695 -1.2953 0.3605 0.253
C 1.7569 -0.3993 0.3834 -0.537
C 0.3276 -0.5186 -0.0628 -0.118
```

As for the multiplicity: 1. As for the energy above the lowest of the compared OMol25 structures with the same formula, charge and spin: 81.5 kJ/mol. The LUMO energy is 1.081 eV.

---

What is the formula in the third record?
C4H3ClO